DFT (wB97M-V/def2-TZVPD) results for a cluster of 2 separate species, C2HBrClO4S in total in a non-equilibrium geometry.

Calculated values
LUMO: 2.6 eV
HOMO energy: -4.158 eV
E_tot: -3810.18901 a.u.
Total charge: -1
ΔE to the lowest compared entry with this formula, charge and spin: 0.620 eV

Geometry as XYZ:
```
10
Properties=species:S:1:pos:R:3:forces:R:3
C 0.393772 -0.802000 -0.100658 0.10 -0.85 -0.34
C -0.604739 0.086342 0.150785 -1.44 -3.53 -0.68
O 3.038654 -3.839860 0.117935 0.00 0.95 -0.91
O 0.570817 -2.025956 -0.260462 -1.07 -0.48 0.09
O 1.009027 -4.979414 -0.240038 -2.75 -1.31 0.68
O 2.060562 -3.999736 -2.203241 -0.02 0.66 1.29
S 1.947469 -4.104939 -0.770550 2.37 0.57 -0.86
Cl 1.902303 0.100597 -0.391213 1.31 1.06 0.02
Br -2.484193 -0.498816 0.393274 1.11 0.14 -0.06
H -0.445576 1.006649 0.529319 0.40 2.79 0.77
```
Forces are in eV/Å.

DFT (wB97M-V/def2-TZVPD) results for a cluster of 6 separate species, C41H70N9O2 in total in a non-equilibrium geometry.

Calculated values
LUMO (alpha / beta): -15.2 / -17.2 eV
Spin multiplicity: 2
HOMO energy (alpha / beta): -21.639 / -21.639 eV
E_tot: -2245.03328 a.u.
Total charge: +6

Geometry as XYZ:
```
122
Properties=species:S:1:pos:R:3:forces:R:3
C 0.556465 4.212593 -0.857619 -2.30 0.29 0.78
C -0.348045 3.154443 -0.068299 4.29 -0.47 -1.52
O 0.197095 2.097273 0.262211 -0.99 -0.30 0.47
O -1.569705 3.403313 0.089971 -1.03 0.48 0.15
H 1.258865 4.649263 -0.147659 -0.16 0.00 0.08
H -0.176995 4.948703 -1.186689 0.58 0.56 -0.19
H 1.080885 3.802653 -1.720779 -0.28 -0.53 0.25
C 3.312135 3.362263 3.937451 -0.61 -0.60 -0.10
C 3.405635 1.811843 3.992671 -0.98 -0.09 1.24
C 2.956335 1.183283 2.698071 1.97 -0.30 -1.47
N 2.993545 -0.345547 2.564541 0.42 -0.53 0.28
C 2.100165 -1.047017 3.652021 0.15 -0.32 -0.87
C 2.087455 -2.589457 3.492601 0.05 0.86 -0.32
C 3.524015 -3.063767 3.598951 0.67 -0.27 0.29
C 4.628875 -2.318887 2.771541 -1.12 0.36 -0.12
C 4.485125 -0.766007 2.788081 -0.52 -1.74 1.04
C 2.567385 -0.773047 1.148071 0.26 0.39 1.08
H 3.997045 3.799093 3.210701 0.27 -0.12 0.22
H 3.441715 3.810323 4.922621 0.35 -0.14 -0.12
H 2.316765 3.674093 3.621051 -0.20 -0.08 -0.04
H 2.758625 1.359063 4.743991 -0.36 0.72 0.54
H 4.382145 1.506483 4.368551 0.26 0.06 -0.67
H 3.785515 1.396793 2.023551 -0.27 0.54 -0.66
H 2.044035 1.572593 2.246131 -0.21 -0.13 0.37
H 2.504675 -0.750357 4.619731 0.15 -0.11 -0.12
H 1.096115 -0.627957 3.585891 0.06 0.24 -0.27
H 1.516795 -3.058027 4.294401 0.09 0.39 0.46
H 1.519885 -2.927207 2.625481 0.28 0.31 -0.57
H 3.671875 -2.963207 4.674181 0.83 0.19 0.05
H 3.611135 -4.140087 3.450451 0.01 0.02 -0.28
H 5.618005 -2.619717 3.116821 -0.04 0.26 0.26
H 4.618045 -2.628827 1.726591 -0.22 -0.30 -0.06
H 4.777515 -0.440547 3.786421 -0.26 0.28 -0.13
H 5.169455 -0.311357 2.071781 -0.51 0.23 -0.11
H 3.208165 -0.375187 0.361181 0.34 0.25 0.53
H 1.579875 -0.356787 0.948951 -0.22 -0.38 0.24
H 2.658365 -1.858817 1.117351 -0.47 0.20 -0.12
C -0.711545 -8.622387 1.116461 -0.24 0.60 -0.28
N -0.865775 -7.109147 1.188621 -0.04 0.02 1.78
C -1.621735 -6.397057 0.352521 -0.50 -0.82 0.09
C -1.879675 -5.061557 0.561781 0.95 1.53 -0.42
C -1.227105 -4.335427 1.565031 0.39 -1.84 0.85
C -0.397575 -5.099817 2.423751 -0.90 -0.62 -0.12
C -0.310865 -6.479027 2.269181 0.99 0.80 -1.69
C -1.405505 -2.898657 1.816671 -0.36 1.29 0.49
C -1.556025 -2.397657 3.130091 0.45 0.42 -0.67
C -1.711685 -1.026137 3.353251 0.59 -0.39 -1.49
N -1.687065 -0.126127 2.290101 -0.81 -4.68 -0.40
C -1.614405 -0.610227 1.019471 -0.31 -0.10 1.04
C -1.472635 -1.964697 0.784971 0.20 -0.07 -0.32
C -1.960035 1.212033 2.571851 -0.05 2.41 1.20
H -1.376995 -9.002297 0.341251 0.36 0.10 -0.17
H -1.056195 -9.061107 2.052861 0.22 0.24 0.10
H 0.347845 -8.802657 0.934011 -0.22 -0.30 -0.08
H -2.081695 -6.950487 -0.452809 -0.03 0.02 -0.14
H -2.423865 -4.507597 -0.188809 -0.49 -0.28 0.03
H 0.151455 -4.714397 3.270161 -0.04 0.33 -0.09
H 0.483515 -6.992017 2.790911 -0.51 -0.58 0.45
H -1.489595 -3.119937 3.930271 -0.33 0.32 0.43
H -1.825225 -0.602747 4.340301 -0.06 0.05 0.06
H -1.787325 0.110773 0.234191 0.32 0.05 0.04
H -1.394205 -2.316707 -0.233039 -0.09 0.13 -0.16
H -0.983185 1.643473 2.790311 -0.29 0.71 0.10
H -2.603085 1.222843 3.451891 0.17 0.40 0.04
H -2.479495 1.770613 1.793231 0.27 -0.37 -0.18
C -10.068765 3.595063 -2.030169 -0.93 1.26 0.36
C -8.951575 2.818803 -2.617829 -0.85 -0.65 -1.72
N -8.002775 2.385123 -1.650709 4.76 -0.13 2.21
C -7.982895 1.272143 -0.800799 1.89 0.94 -0.04
C -6.689845 1.191333 -0.281389 -1.36 0.67 0.10
N -5.948795 2.307093 -0.690339 -3.00 -0.68 -1.58
C -6.754355 2.972803 -1.580659 -0.47 -1.19 1.22
C -4.571315 2.542033 -0.292939 -0.81 0.21 0.05
H -9.719585 4.560153 -1.663049 0.12 -0.13 0.51
H -10.597735 3.031833 -1.261359 0.21 0.08 0.20
H -10.854445 3.909313 -2.717229 0.23 -0.47 -0.52
H -8.326775 3.318883 -3.357859 -0.55 0.36 -0.18
H -9.307435 1.904553 -3.092799 -0.14 0.03 -0.17
H -8.860095 0.681133 -0.582579 0.10 -0.07 -0.24
H -6.280315 0.488013 0.428551 -0.17 0.09 -0.04
H -6.389045 3.826713 -2.131829 -0.46 0.04 -0.07
H -4.033405 1.666303 -0.656049 0.55 0.31 0.11
H -4.574175 2.628993 0.793581 0.22 -0.20 0.02
H -4.220165 3.504343 -0.665419 0.04 -0.28 -0.28
C 3.904785 2.569493 -1.816399 -0.70 0.64 -0.43
C 5.202925 1.927113 -2.256099 0.23 0.35 -0.41
N 5.125655 0.481923 -2.083319 0.05 -4.49 0.24
C 5.437625 -0.228487 -0.908749 -1.71 -0.41 -0.49
C 5.149005 -1.568007 -1.113539 1.27 0.46 0.09
N 4.907875 -1.776077 -2.440649 -1.72 4.56 -0.87
C 4.758485 -0.499907 -2.996639 1.99 -0.09 1.28
C 4.598525 -3.004547 -3.131829 1.09 -1.36 -0.52
H 3.646975 2.382013 -0.774059 0.22 -0.16 0.08
H 3.054065 2.271973 -2.429479 -0.03 -0.52 -0.12
H 3.884825 3.650653 -1.953449 0.59 0.08 0.11
H 6.049545 2.321193 -1.693929 -0.01 -0.30 0.21
H 5.499805 2.063113 -3.296039 -0.44 0.40 -0.08
H 5.577395 0.259143 0.044711 0.41 0.15 -0.32
H 5.165135 -2.407157 -0.433869 0.31 0.15 0.01
H 4.671745 -0.313577 -4.056909 -0.17 -0.04 0.00
H 4.391035 -2.919487 -4.198509 -0.67 0.79 0.22
H 3.862625 -3.601577 -2.593229 0.04 0.15 -0.15
H 5.534865 -3.553417 -3.232369 0.06 -0.36 0.60
C -1.597145 4.738243 -4.073229 -0.62 -0.51 -0.15
C -2.075775 3.354953 -3.560059 -0.25 1.41 -0.42
N -1.055755 2.334003 -3.817179 2.65 -3.02 0.53
C -0.233385 2.286623 -4.972259 1.11 -1.78 1.70
C 0.730285 1.265663 -4.773999 -2.17 1.00 1.03
N 0.477825 0.658753 -3.521379 -1.62 2.76 -1.44
C -0.612285 1.322803 -2.961549 1.26 0.31 -2.08
C 1.244205 -0.505877 -3.054029 -0.99 0.49 1.18
H -2.461285 5.400773 -4.024039 0.19 0.22 0.30
H -1.388485 4.694433 -5.142179 0.13 -0.02 0.07
H -0.734435 5.153993 -3.552679 -0.15 -0.07 0.05
H -3.013495 3.143363 -4.073869 0.22 -0.49 -0.28
H -2.351695 3.401943 -2.506609 0.50 -0.28 0.13
H -0.375465 2.978883 -5.788949 0.11 -0.21 0.02
H 1.531685 0.855973 -5.370909 -0.21 0.36 -0.30
H -0.976115 1.052123 -1.981359 -0.22 0.34 -0.19
H 2.163345 -0.242787 -2.530519 0.23 0.44 -0.58
H 1.400835 -1.202957 -3.877219 -0.13 0.02 0.24
H 0.642485 -0.894047 -2.232229 -0.12 -0.71 -0.33
```
Forces are in eV/Å.

DFT (wB97M-V/def2-TZVPD) results for a structure of composition C35H37N13O4ReSe in a non-equilibrium geometry.

Calculated values
LUMO (alpha / beta): -7.5 / -7.5 eV
Spin multiplicity: 2
HOMO energy (alpha / beta): -12.710 / -12.521 eV
E_tot: -4847.99326 a.u.
Total charge: +2
ΔE to the lowest compared entry with this formula, charge and spin: 1.078 eV

Geometry as XYZ:
```
91
Properties=species:S:1:pos:R:3:forces:R:3
Re 0.385111 0.425859 -0.492304 -0.31 1.09 0.64
C -4.909763 -1.217922 -1.419802 0.05 0.02 0.00
N -3.475861 -0.951202 -1.624405 -0.03 -0.02 -0.04
C -2.611537 -0.457175 -0.762624 0.06 -0.01 0.08
N -1.418401 -0.332491 -1.358960 0.09 -0.34 -0.03
C -1.645805 -0.799603 -2.630072 -0.03 0.08 -0.05
N -2.873781 -1.193820 -2.814328 -0.02 0.11 0.03
C -5.173750 -2.135869 -0.248206 -0.03 0.05 0.01
C -6.399418 -2.050164 0.404156 0.03 -0.01 0.03
C -6.680208 -2.887551 1.474441 0.01 0.01 0.00
C -5.737350 -3.801533 1.917527 -0.02 0.00 -0.01
C -4.511630 -3.884200 1.268258 0.02 -0.05 0.04
C -4.237633 -3.061818 0.179072 -0.01 0.00 -0.01
C -3.486154 -4.819257 1.727910 -0.07 0.12 -0.10
N -3.456472 -5.567833 2.769469 0.16 -0.12 0.04
N -2.224893 -6.227066 2.740170 -0.17 0.07 0.04
C -1.623595 -5.817123 1.683287 0.11 0.01 -0.11
O -2.359259 -4.915774 0.981161 -0.01 -0.04 0.07
C -0.299154 -6.131456 1.154768 -0.06 -0.03 0.11
C 0.581797 -6.971303 1.830845 0.03 -0.01 0.02
C 1.846038 -7.190254 1.309129 0.01 0.00 -0.03
C 2.245993 -6.564688 0.131759 0.00 0.01 0.01
C 1.362389 -5.735245 -0.543097 0.01 -0.02 -0.01
C 1.761794 -4.969522 -1.778075 0.01 0.08 0.02
N 1.833794 -3.531558 -1.459969 0.13 -0.03 0.02
C 0.862177 -2.636588 -1.388801 -0.07 0.05 0.08
N 1.335948 -1.507241 -0.854180 -0.01 -0.24 -0.05
C 2.649970 -1.815076 -0.605385 0.04 -0.02 -0.01
N 2.975314 -3.021858 -0.964750 -0.05 0.01 -0.05
C 0.089410 -5.540097 -0.035858 -0.01 0.05 -0.03
H -5.262165 -1.623060 -2.366965 0.03 -0.05 0.01
H -5.400287 -0.258281 -1.258795 -0.04 0.00 -0.06
H -2.848101 -0.201578 0.257822 0.01 -0.04 0.01
H -0.891410 -0.827982 -3.400563 0.01 -0.02 0.01
H -7.139265 -1.328210 0.079237 0.00 0.00 0.00
H -7.637176 -2.817867 1.972816 0.00 0.00 0.00
H -5.937629 -4.449018 2.760378 0.00 0.00 0.00
H -3.283438 -3.159893 -0.322928 0.00 0.00 -0.01
H 0.269892 -7.441077 2.754236 0.00 -0.01 0.00
H 2.533745 -7.844156 1.827544 0.00 0.00 0.00
H 3.246704 -6.722256 -0.250950 0.00 0.00 0.00
H 1.045652 -5.091084 -2.590078 -0.01 0.00 0.01
H 2.751615 -5.245018 -2.131338 -0.01 -0.02 -0.03
H -0.151129 -2.821870 -1.699134 0.00 0.00 -0.02
H 3.346043 -1.157520 -0.121278 0.00 0.00 -0.01
H -0.617829 -4.911458 -0.562483 0.01 -0.01 -0.01
O -0.778215 -0.110311 2.265350 0.02 0.02 0.02
C -0.306734 0.056958 1.237192 0.11 -0.02 -0.46
C -1.443654 4.138827 2.340108 0.01 0.00 -0.09
N -0.512371 3.499012 1.401806 -0.07 -0.06 -0.05
C 0.739461 3.013550 1.991042 0.09 0.05 -0.02
C -0.816713 3.349998 0.110323 -0.44 -0.07 0.19
N -0.367929 2.291794 -0.617149 0.41 -0.38 -0.28
N -1.607174 4.250004 -0.498954 0.09 -0.11 0.05
C -2.377067 3.906025 -1.689560 0.00 -0.02 -0.03
C -1.523349 5.686463 -0.224039 -0.09 -0.04 0.11
H -1.447545 3.548410 3.254431 -0.02 -0.02 -0.01
H -2.446832 4.141750 1.924096 -0.02 0.03 -0.03
H -1.148031 5.157297 2.587632 0.03 0.03 -0.01
H 0.860660 3.509297 2.950452 0.03 0.03 -0.02
H 1.578454 3.293698 1.359205 0.02 -0.03 -0.03
H 0.752572 1.941088 2.162133 0.02 0.10 0.05
H -0.388174 2.528071 -1.606368 0.18 0.21 0.03
H -1.858017 4.206293 -2.603391 0.00 -0.02 -0.01
H -3.329384 4.432985 -1.651424 0.02 0.02 0.00
H -2.582687 2.838491 -1.715583 0.00 0.00 0.00
H -0.688756 5.897080 0.434584 0.05 -0.01 0.06
H -2.444979 6.063297 0.218553 0.00 0.00 0.02
H -1.352338 6.202534 -1.168960 -0.01 0.00 0.00
Se 1.420583 -2.848636 2.323149 -0.23 -0.02 -0.27
C 2.116843 -3.253235 4.012123 0.24 -0.13 0.55
C 3.096680 -2.440792 4.585272 -0.12 -0.16 -0.21
C 3.582734 -2.788706 5.835142 -0.13 -0.07 0.15
N 3.164166 -3.851173 6.520912 -0.04 0.01 -0.09
C 2.225875 -4.617247 5.966122 0.20 0.06 0.02
C 1.670619 -4.368978 4.720918 -0.05 0.22 -0.16
H 3.461096 -1.564433 4.067035 0.09 0.00 0.01
H 4.346802 -2.185356 6.311477 0.00 0.01 -0.01
H 1.901936 -5.471936 6.548187 -0.01 -0.01 -0.01
H 0.910739 -5.020018 4.310532 -0.06 -0.01 0.06
O 1.712713 1.190314 -2.255816 -0.09 -0.04 -0.01
C 2.600323 1.384364 -1.403460 -0.12 -0.01 -0.12
C 4.001273 1.888001 -1.527034 0.01 -0.04 0.02
C 4.526083 1.774792 -0.085350 -0.02 0.06 0.03
C 3.376549 1.205669 0.740276 -0.12 0.19 -0.13
O 3.362827 0.903567 1.894139 -0.04 -0.03 0.09
N 2.256107 1.078769 -0.125955 0.17 -0.39 -0.04
H 3.991838 2.909896 -1.908235 0.00 -0.01 -0.02
H 4.546606 1.284898 -2.253499 0.01 -0.01 0.01
H 4.798885 2.742073 0.336975 0.03 -0.02 0.02
H 5.396687 1.129063 0.019218 0.00 -0.02 -0.02
```
Forces are in eV/Å.